No. 1
{"formula": "C4H5NO2", "method": "wB97M-V/def2-TZVPD", "species": ["C", "O", "C", "N", "O", "C", "C", "H", "H", "H", "H", "H"], "positions_angstrom": [[-0.139, 1.131, -1.780], [0.890, 0.283, -1.187], [0.606, -0.130, 0.141], [1.088, 1.003, 0.517], [-0.069, 0.019, 2.638], [-0.304, -1.044, 2.055], [0.025, -1.241, 0.676], [-1.035, 1.119, -1.157], [0.282, 2.136, -1.844], [-0.388, 0.768, -2.782], [-0.810, -1.880, 2.585], [-0.145, -2.164, 0.138]], "atomic_forces_ev_per_a": [[-0.164, 0.187, -0.030], [0.065, 0.045, 0.260], [0.005, 0.345, 0.145], [-0.419, -0.505, -0.147], [0.148, -0.372, -0.340], [0.095, 0.240, 0.135], [-0.106, -0.161, -0.092], [0.160, 0.027, -0.019], [-0.168, -0.150, 0.022], [0.306, -0.222, 0.248], [0.153, 0.276, -0.112], [-0.074, 0.289, -0.069]], "homo_lumo_gap_ha": 0.2747, "lumo_ev": -1.4, "homo_ev": -8.9, "spin_multiplicity": 1}

---

No. 2
{"formula": "C4H5NO2", "method": "wB97M-V/def2-TZVPD", "species": ["O", "C", "C", "C", "N", "C", "O", "H", "H", "H", "H", "H"], "positions_angstrom": [[0.003, -0.664, -2.605], [-0.040, -0.286, -1.471], [-0.148, -1.083, -0.174], [0.865, -0.641, 0.830], [-0.507, -0.159, 0.907], [-0.677, 1.393, 0.553], [0.116, 2.243, 0.860], [-0.183, 0.842, -1.015], [-0.549, -2.097, -0.297], [1.571, 0.112, 0.484], [1.272, -1.322, 1.587], [-1.725, 1.663, 0.340]], "atomic_forces_ev_per_a": [[0.051, 0.620, 1.131], [-0.652, 0.580, 0.712], [0.062, 0.610, -1.086], [-0.014, 0.395, -0.094], [0.055, 1.635, -0.123], [0.193, -1.271, 2.056], [-0.266, -1.170, -0.297], [0.838, -1.494, -2.330], [0.039, 0.475, 0.564], [0.124, -0.110, 0.020], [-0.535, 0.283, -0.227], [0.104, -0.551, -0.327]], "smiles": "O=C[C@H]1CN1C=O", "homo_lumo_gap_ha": 0.3935, "lumo_ev": 0.5, "homo_ev": -10.2, "spin_multiplicity": 1}

---

Energy
In order: -9808.7727, -9811.1303
Unit: eV
Largest force on an atom
In order: 0.7, 2.9
Unit: eV Å⁻¹
Energy relative to the best compared isomer or geometry (same formula, charge and spin)
In order: 127.8, 73.4
Unit: kcal per mole